DFT (ωB97M-V/def2-TZVPD) results for a 2-piece molecular cluster, C3H9NO2 overall in a non-equilibrium geometry.

```
15
Properties=species:S:1:pos:R:3:forces:R:3
C 1.6743 -1.5291 1.7527 1.02 -0.39 -0.52
C 0.4945 -0.9658 1.0643 -0.29 0.83 1.17
O -0.1444 -1.4314 0.1527 0.07 -0.06 -0.68
O 0.1292 0.2219 1.6262 1.51 -0.89 0.43
H 2.5869 -1.0264 1.4307 -0.14 0.54 -0.13
H 1.8748 -2.5359 1.4278 -0.41 -0.54 0.15
H 1.6698 -1.4242 2.8273 -0.39 -0.03 0.21
C -0.8176 1.5108 -1.9040 0.26 2.14 0.15
N -1.5127 0.7140 -0.9961 -0.39 -2.09 -2.74
H -0.5343 0.5893 1.0754 -1.31 0.66 -0.50
H -2.5272 0.6966 -1.1215 -0.19 0.54 0.96
H -1.1513 -0.2621 -0.9962 0.23 0.08 1.34
H -1.4492 2.2812 -2.3322 -0.33 -0.13 -0.28
H -0.1926 0.9999 -2.6384 -0.03 -0.53 0.19
H -0.1003 2.1613 -1.3687 0.39 -0.14 0.26
```
Forces are in eV/Å.

Computed properties:
Molar mass in g mol⁻¹: 91.110
Total charge: +1
2S+1: 2
Energy relative to the best compared isomer or geometry (same formula, charge and spin) in kJ/mol: 49.9

The net atomic charges from Löwdin, expressed in e, are: C 0.03; C -0.52; O 0.08; O 0.12; H 0.11; H 0.10; H 0.10; C -0.04; N 0.24; H 0.06; H 0.17; H 0.12; H 0.12; H 0.14; H 0.15